Record 1
Formula: C22H36N10O2P
Source: OMol25
Level of theory: ωB97M-V with the def2-TZVPD basis set

Geometry as XYZ:
```
71
Properties=species:S:1:pos:R:3
O 1.1347 -2.7686 -2.1523
P 0.4472 -1.5795 -3.1528
O 0.8928 -1.9070 -4.7885
C -1.4766 -1.6665 -3.0860
N -2.2412 -2.6959 -3.4577
C -3.6824 -2.3683 -3.2085
C -3.6222 -0.8191 -3.6508
C -2.4251 -0.4401 -2.6291
H 0.5072 -3.5162 -2.0961
H 0.1845 -1.4638 -5.3009
H -1.8636 -3.5744 -3.8308
H -3.7920 -2.3739 -2.0788
H -4.4704 -2.9345 -3.7973
H -3.0820 -0.9033 -4.6452
H -4.5696 -0.2226 -3.6024
H -2.6446 -0.6269 -1.5311
H -1.8206 0.4820 -2.8875
C 1.1343 2.8374 -2.0804
C -0.0180 2.4618 -2.9471
N -0.9203 2.1685 -3.6204
H 1.8874 3.3594 -2.6702
H 0.7967 3.4897 -1.2773
H 1.5787 1.9400 -1.6480
C -4.9816 -6.3683 -4.4073
C -5.4396 -5.0841 -5.0130
N -5.8105 -4.0837 -5.5016
H -3.9489 -6.2724 -4.0710
H -5.6127 -6.6209 -3.5549
H -5.0430 -7.1678 -5.1459
C 3.4158 -2.5009 -6.9844
C 4.2606 -2.3867 -8.2078
N 4.9180 -2.2977 -9.1605
H 2.9766 -3.4971 -6.9292
H 4.0245 -2.3303 -6.0963
H 2.6168 -1.7605 -7.0159
C -2.9081 -0.9387 1.9129
C -2.2443 0.2016 1.2170
N -1.7183 1.1110 0.6915
H -3.0917 -0.6780 2.9560
H -3.8587 -1.1654 1.4287
H -2.2671 -1.8199 1.8734
C 0.8521 7.2708 -1.9044
C 1.5244 6.1727 -1.1523
N 2.0485 5.3176 -0.5648
H -0.2064 7.3019 -1.6455
H 1.3101 8.2269 -1.6503
H 0.9528 7.1005 -2.9765
C 1.2034 1.8535 2.6778
C 1.9587 0.8409 3.4675
N 2.5473 0.0601 4.0935
H 1.8868 2.4097 2.0351
H 0.4549 1.3582 2.0588
H 0.7032 2.5493 3.3515
C 2.3059 1.1188 7.1882
C 2.0979 2.3539 7.9975
N 1.9358 3.3190 8.6251
H 1.3441 0.7313 6.8503
H 2.9228 1.3450 6.3192
H 2.8046 0.3577 7.7903
C 5.7725 -1.9230 6.7172
C 5.0558 -1.5555 7.9718
N 4.4966 -1.2690 8.9491
H 5.7687 -3.0060 6.5932
H 5.2775 -1.4635 5.8609
H 6.8037 -1.5727 6.7643
C -1.4596 3.4796 6.1906
C -1.6016 2.0088 5.9878
N -1.7107 0.8624 5.8285
H -2.4352 3.9201 6.3967
H -0.7943 3.6740 7.0331
H -1.0431 3.9385 5.2936
```

The HOMO-LUMO gap comes out at 7.38 eV. Its total charge is +1.

---

Record 2
Formula: C22H36N3O6RhS2
Source: OMol25
Level of theory: ωB97M-V with the def2-TZVPD basis set

Geometry as XYZ:
```
70
Properties=species:S:1:pos:R:3
Rh 0.8944 -0.1567 -0.2338
C 4.6717 -0.8302 2.2196
C 3.3072 -0.6075 1.6442
N 3.1242 -0.1947 0.4295
O 4.2722 -0.0503 -0.3606
C 2.1392 -0.8576 2.4505
C 2.2565 -1.0843 3.9332
N 0.9849 -0.9349 1.8433
O -0.1130 -1.2368 2.3710
H 5.4224 -0.4856 1.5132
H 4.8387 -1.8900 2.4062
H 4.7762 -0.2961 3.1628
H 3.9487 0.0645 -1.2660
H 2.8459 -1.9720 4.1556
H 1.2562 -1.2214 4.3429
H 2.7241 -0.2256 4.4153
C -5.8466 -1.6403 0.2068
C -4.3366 -1.7863 0.0306
C -3.6054 -0.4773 0.2658
S -1.8185 -0.6481 -0.1960
O -1.2315 0.6293 0.3030
C -2.0473 -0.3647 -2.0213
C -1.9278 1.1172 -2.3476
C -0.4967 1.5364 -2.6766
H -6.3401 -2.5926 0.0264
H -6.2434 -0.9087 -0.4947
H -6.0897 -1.3183 1.2164
H -4.1338 -2.1386 -0.9840
H -3.9590 -2.5375 0.7264
H -3.5991 -0.2048 1.3187
H -4.0257 0.3390 -0.3187
H -3.0193 -0.7676 -2.2934
H -1.2689 -0.9501 -2.5099
H -2.2634 1.6945 -1.4819
H -2.5838 1.3684 -3.1835
H 0.2086 1.1065 -1.9307
H -0.4030 2.6192 -2.6450
H -0.2058 1.1874 -3.6651
N 1.2666 2.0770 0.6186
C 0.8352 3.3633 0.2495
C 1.5965 4.1096 -0.6504
C 1.2313 5.4099 -0.9537
C 0.1165 5.9357 -0.3470
C -0.6935 5.2079 0.4903
C -0.3305 3.9046 0.7909
S -0.3619 7.6630 -0.7533
O -1.0855 8.0874 0.4233
O -1.1655 7.3737 -1.9281
O 0.9052 8.3138 -0.9956
H 0.8124 1.7703 1.4763
H 2.2793 2.0349 0.6931
H 2.4748 3.6617 -1.0930
H 1.8092 6.0280 -1.6199
H -1.5635 5.6773 0.9201
H -0.9375 3.3070 1.4555
C 1.6924 -5.2743 -1.4174
C 0.7442 -4.3126 -0.6928
C 1.0249 -4.3383 0.8175
C -0.7181 -4.6845 -0.9667
C 0.9747 -2.9420 -1.1386
C 1.1400 -1.7636 -1.4289
H 1.5699 -6.2822 -1.0248
H 2.7268 -4.9694 -1.2727
H 1.4887 -5.2919 -2.4862
H 0.8121 -5.3228 1.2275
H 0.4061 -3.6035 1.3265
H 2.0696 -4.0975 1.0061
H -0.9322 -5.6767 -0.5752
H -0.9189 -4.6804 -2.0362
H -1.3800 -3.9661 -0.4877
```

Its energy above the lowest of the compared OMol25 structures with the same formula, charge and spin is 98.10 kcal per mole. The HOMO-LUMO gap (spin up / spin down) comes out at 4.38 / 4.30 eV. Its total charge is 0.